Density functional theory data (ωB97M-V/def2-TZVPD) for the molecule CH3NSSi in a non-equilibrium geometry.

Properties
Total charge ... 0
Frontier orbital gap ... 9.2796 eV
SMILES ... N#C[SiH2]S
HOMO level ... -0.3595 Eh
Largest force on an atom ... 3.296 eV/Å
DFT total energy ... -21287.536 eV
Multiplicity ... 1
E_LUMO ... -0.50 eV
Relative energy (zero: lowest compared OMol25 entry of this formula, charge and spin) ... 102.7 kJ/mol

Geometry (Å):
C: 0.8984 1.3133 0.2225
N: 1.5126 2.2395 -0.0486
Si: -0.0288 -0.2172 0.5983
S: -0.9611 -1.6591 -0.8965
H: -1.3715 0.1433 1.0286
H: 1.0924 -0.9495 0.9393
H: -1.1419 -0.8703 -1.8436